No. 1
Density functional theory data (ωB97M-V/def2-TZVPD) for a structure of composition C23H21N11OPdS.

Cartesian coordinates (Å):
Pd1 -0.29445 -0.95634 0.08842
N1 0.17969 0.51170 4.28278
C1 -0.00560 0.16502 3.01661
S1 -0.07983 -1.42539 2.50787
N2 -0.15863 1.32604 2.21666
N3 -0.30924 1.08189 0.95263
C2 -0.47648 2.13221 0.14180
C3 -0.54697 3.51107 0.61915
C4 -1.66069 4.28894 0.28090
C5 -1.76428 5.58882 0.74461
C6 -0.74295 6.13273 1.51157
C7 0.37376 5.37126 1.83530
C8 0.46676 4.05921 1.41003
C9 -0.59776 1.81228 -1.29088
C10 -0.59741 2.81781 -2.25245
C11 -0.72404 2.47556 -3.59389
C12 -0.83796 1.14294 -3.93440
C13 -0.78972 0.19241 -2.91784
N4 -0.66583 0.50831 -1.63992
H1 0.29766 -0.18230 5.00236
H2 0.15933 1.48930 4.53097
H3 -2.45691 3.86445 -0.31729
H4 -2.63725 6.17894 0.50295
H5 -0.81415 7.15565 1.85523
H6 1.17128 5.80354 2.42362
H7 1.33520 3.46710 1.66443
H8 -0.48713 3.84951 -1.95755
H9 -0.72602 3.24483 -4.35340
H10 -0.93975 0.82729 -4.96272
H11 -0.83110 -0.86451 -3.15335
O1 1.85027 -0.47421 -0.30718
C14 2.88613 -1.17543 -0.40493
C15 4.15141 -0.48500 -0.49986
C16 5.32910 -1.15886 -0.56483
C17 5.31654 -2.56600 -0.55941
C18 4.12014 -3.27101 -0.50199
C19 2.89029 -2.63604 -0.43486
C20 1.66236 -3.42241 -0.41539
N5 0.39773 -3.00973 -0.35865
C21 -0.39094 -4.12809 -0.33835
C22 0.39448 -5.23843 -0.39384
N6 1.67576 -4.78088 -0.44310
H12 4.10081 0.59510 -0.49862
H13 6.27094 -0.63170 -0.62077
H14 6.24779 -3.11253 -0.60945
H15 4.19085 -4.34940 -0.51813
H16 -1.46225 -4.07315 -0.27759
H17 0.15639 -6.28690 -0.40078
H18 2.48971 -5.36813 -0.49195
N7 -5.22669 -2.64674 1.67862
N8 -4.27701 -2.28194 0.74042
N9 -4.35135 -2.67659 -0.50835
C23 -3.21376 -2.20510 -0.99555
N10 -2.50772 -1.56154 -0.06156
N11 -3.20708 -1.63092 1.06107
H19 -6.10199 -2.78713 1.18360
H20 -5.30982 -1.89153 2.35197
H21 -2.92158 -2.31598 -2.02475

Its largest force on an atom is 0.0124 Eh/bohr. The value obtained for the total energy is -2092.0955 Ha. As for the spin multiplicity: 5. The total charge is +2. The orbital gap (spin up / spin down) is 0.2815 / 0.2273 Ha. The LUMO energy (spin up / spin down) comes out at -5.99 / -7.95 eV.

Let us look at the natural (NBO) charges, expressed in e, one per atom: Pd 1.13; N -0.70; C 0.23; S -0.07; N -0.19; N -0.28; C 0.33; C -0.08; C -0.20; C -0.19; C -0.15; C -0.20; C -0.17; C 0.11; C -0.17; C -0.14; C -0.20; C 0.08; N -0.46; H 0.43; H 0.43; H 0.23; H 0.24; H 0.24; H 0.24; H 0.23; H 0.25; H 0.25; H 0.25; H 0.21; O -0.57; C 0.42; C -0.15; C -0.21; C -0.08; C -0.19; C -0.08; C 0.34; N -0.51; C -0.08; C -0.03; N -0.48; H 0.23; H 0.25; H 0.24; H 0.21; H 0.23; H 0.25; H 0.44; N -0.58; N 0.19; N -0.24; C 0.13; N -0.36; N -0.04; H 0.40; H 0.40; H 0.23

=====

No. 2
Density functional theory data (ωB97M-V/def2-TZVPD) for a cluster of 2 separate species, C23H21N2OS2 in total at a distorted geometry.

Cartesian coordinates (Å):
C1 -1.57074 -1.36918 -4.38061
C2 -0.70767 -1.87214 -3.23940
C3 -1.27611 -2.68510 -2.26029
C4 -0.46493 -3.09332 -1.19185
C5 0.85962 -2.70192 -1.11231
C6 1.75513 -3.09732 0.07466
C7 1.88060 -1.89232 1.01105
C8 3.02015 -1.09399 0.96888
C9 3.09607 0.02267 1.80380
C10 2.05509 0.31234 2.65845
C11 0.90861 -0.48787 2.75709
C12 0.84244 -1.59991 1.90770
N1 -0.30941 -2.45635 1.92758
C13 -1.37896 -1.93167 1.67516
S1 -2.63039 -1.12922 1.17620
N2 -0.13008 -0.17008 3.69087
C14 -0.55002 1.20680 3.58425
C15 -1.90801 1.49041 3.50345
C16 -2.31677 2.82417 3.40868
C17 -1.37022 3.84043 3.38782
C18 -0.00769 3.57420 3.49461
C19 0.38631 2.24706 3.59620
S2 2.10160 1.75450 3.72022
C20 1.44318 -1.91949 -2.11699
C21 0.63891 -1.51188 -3.17684
H1 -0.99589 -1.20158 -5.29014
H2 -2.41192 -2.05400 -4.51609
H3 -1.98654 -0.39199 -4.05193
H4 -2.31653 -2.98016 -2.30602
H5 -0.90720 -3.71301 -0.41909
H6 1.33554 -3.93552 0.63099
H7 2.74339 -3.30694 -0.33746
H8 3.83073 -1.31413 0.28614
H9 3.98821 0.63723 1.75499
H10 0.30096 -0.25651 4.61298
H11 -2.61409 0.67104 3.51757
H12 -3.37916 3.02679 3.35053
H13 -1.74074 4.85461 3.28076
H14 0.71951 4.37560 3.47352
H15 2.48952 -1.64146 -2.05945
H16 1.05288 -0.90021 -3.97110
C22 0.10339 2.72711 -3.38677
C23 -1.25084 2.22735 -2.82351
O1 -2.06122 1.80081 -3.80750
H17 -0.04429 3.56347 -4.07516
H18 0.76497 3.07573 -2.57360
H19 0.62599 1.92548 -3.91726
H20 -1.62875 3.08300 -2.19854
H21 -0.96626 1.46712 -2.04219

Its largest force on an atom is 0.0265 Eh/bohr. The value obtained for the total energy is -1870.1575 Ha. The total charge is -1. The orbital gap is 0.1771 Ha. The LUMO energy comes out at 2.32 eV.

Let us look at the natural (NBO) charges, expressed in e, one per atom: C -0.67; C 0.02; C -0.21; C -0.25; C 0.04; C -0.45; C -0.03; C -0.19; C -0.22; C -0.17; C 0.08; C 0.21; N -0.53; C 0.27; S 0.10; N -0.66; C 0.20; C -0.22; C -0.21; C -0.20; C -0.21; C -0.21; S 0.26; C -0.23; C -0.21; H 0.21; H 0.19; H 0.32; H 0.21; H 0.20; H 0.23; H 0.21; H 0.21; H 0.22; H 0.37; H 0.23; H 0.22; H 0.21; H 0.22; H 0.20; H 0.21; C -0.63; C -0.01; O -0.96; H 0.18; H 0.16; H 0.17; H 0.06; H 0.06